No. 1
Here is a molecular structure, C16H28MgO8 at a distorted geometry from the Open Molecules 2025 dataset. Energies are from the ωB97M-V functional and the def2-TZVPD basis.

Geometry (Å):
Mg (0.00, 0.02, 0.10)
C (2.04, -3.80, 0.85)
C (1.52, -2.62, 0.01)
O (1.20, -1.43, 0.71)
H (1.59, -3.88, 1.84)
H (3.12, -3.71, 0.96)
H (1.89, -4.67, 0.23)
H (0.53, -2.94, -0.31)
H (2.08, -2.43, -0.91)
C (-0.52, 1.22, 3.35)
C (-0.47, 2.24, 2.23)
O (-0.34, 1.75, 0.95)
H (0.14, 0.37, 3.21)
H (-1.45, 0.81, 3.77)
H (-0.06, 1.55, 4.28)
H (0.06, 3.18, 2.34)
H (-1.48, 2.63, 2.40)
O (-1.81, -0.80, 0.68)
C (-2.42, -0.99, 1.74)
O (-2.04, -1.94, 2.56)
C (-2.58, -1.77, 3.84)
C (-3.87, -0.94, 3.51)
C (-3.46, -0.08, 2.34)
H (-1.80, -1.20, 4.35)
H (-2.86, -2.67, 4.39)
H (-4.24, -0.33, 4.33)
H (-4.62, -1.72, 3.38)
H (-3.15, 0.93, 2.62)
H (-4.23, -0.01, 1.57)
O (1.64, 1.09, -1.15)
C (2.50, 1.92, -0.99)
O (3.43, 1.97, -1.97)
C (4.32, 3.01, -1.90)
C (3.72, 3.81, -0.75)
C (2.67, 2.99, -0.01)
H (4.15, 3.67, -2.75)
H (5.29, 2.59, -1.61)
H (3.27, 4.75, -1.08)
H (4.48, 4.01, 0.01)
H (1.65, 3.38, -0.02)
H (2.95, 2.46, 0.90)
O (-0.68, -0.49, -1.65)
C (-0.76, -0.64, -2.85)
O (0.06, -0.07, -3.73)
C (-0.19, -0.61, -5.03)
C (-1.56, -1.28, -4.92)
C (-1.81, -1.53, -3.47)
H (0.46, -1.38, -5.44)
H (-0.17, 0.26, -5.69)
H (-1.59, -2.14, -5.59)
H (-2.29, -0.52, -5.21)
H (-1.50, -2.57, -3.37)
H (-2.82, -1.46, -3.07)

Computed properties:
E_tot	-1428.489133	a.u.
largest force on an atom	4.53	eV/Å
HOMO	-6.7	eV
frontier orbital gap	7.2	eV
energy relative to the best compared isomer or geometry (same formula, charge and spin)	63.4	kcal per mole

Here are the Löwdin charges for atoms 1 to 2, given in e: 0.65 -0.10



No. 2
Here is a single C16H28N2O3 molecule from the Open Molecules 2025 dataset. Energies are from the ωB97M-V functional and the def2-TZVPD basis.

Geometry (Å):
C (4.86, -3.50, 1.46)
O (3.63, -3.26, 0.80)
C (3.28, -1.99, 0.62)
O (3.94, -1.05, 1.01)
C (1.95, -1.86, -0.10)
C (1.90, -2.61, -1.44)
C (2.74, -1.98, -2.56)
C (2.33, -2.61, -3.89)
C (4.23, -2.17, -2.33)
N (1.66, -0.45, -0.24)
C (0.36, -0.03, -0.25)
O (-0.58, -0.80, -0.29)
N (0.22, 1.33, -0.28)
C (-1.09, 1.93, -0.13)
C (-1.44, 2.25, 1.33)
C (-2.90, 2.57, 1.47)
C (-3.36, 3.81, 1.45)
C (-4.81, 4.18, 1.54)
C (-5.66, 3.00, 2.01)
C (-5.25, 1.74, 1.26)
C (-3.81, 1.38, 1.61)
H (4.90, -2.94, 2.40)
H (5.69, -3.19, 0.83)
H (4.91, -4.57, 1.65)
H (1.19, -2.31, 0.55)
H (0.85, -2.60, -1.75)
H (2.20, -3.64, -1.27)
H (2.51, -0.91, -2.60)
H (1.28, -2.45, -4.09)
H (2.90, -2.17, -4.71)
H (2.53, -3.68, -3.88)
H (4.79, -1.79, -3.18)
H (4.57, -1.63, -1.44)
H (4.47, -3.22, -2.20)
H (2.41, 0.17, -0.02)
H (1.01, 1.91, -0.05)
H (-1.15, 2.84, -0.74)
H (-1.80, 1.20, -0.52)
H (-0.83, 3.09, 1.68)
H (-1.20, 1.37, 1.94)
H (-2.67, 4.64, 1.34)
H (-5.15, 4.51, 0.55)
H (-4.93, 5.02, 2.22)
H (-5.50, 2.84, 3.08)
H (-6.72, 3.22, 1.85)
H (-5.33, 1.91, 0.18)
H (-5.91, 0.91, 1.52)
H (-3.76, 1.02, 2.64)
H (-3.45, 0.57, 0.97)

Computed properties:
E_tot	-961.748112	a.u.
largest force on an atom	0.60	eV/Å
HOMO	-8.7	eV
frontier orbital gap	9.5	eV
energy relative to the best compared isomer or geometry (same formula, charge and spin)	10.5	kcal per mole

Here are the Löwdin charges for atoms 1 to 2, given in e: -0.04 -0.03



No. 3
Here is a gas-phase ion, C16H28N3O (charge +1) from the Open Molecules 2025 dataset. Energies are from the ωB97M-V functional and the def2-TZVPD basis.

Geometry (Å):
C (1.90, 3.36, 3.41)
C (0.70, 4.28, 3.15)
C (-0.54, 3.56, 2.63)
C (-0.60, 3.52, 1.10)
N (-1.71, 2.71, 0.59)
C (-1.36, 1.30, 0.52)
C (-0.90, 0.91, -0.89)
O (-1.31, -0.42, -1.19)
C (-1.04, -1.28, -0.10)
C (-0.95, -2.71, -0.63)
C (0.26, -2.82, -1.52)
C (1.52, -3.02, -0.93)
C (2.67, -3.09, -1.70)
C (2.58, -2.97, -3.09)
C (3.83, -3.03, -3.93)
C (1.33, -2.78, -3.68)
C (0.17, -2.70, -2.90)
C (-2.20, -1.06, 0.89)
N (-3.42, -1.73, 0.66)
N (-2.52, 0.44, 0.88)
H (2.78, 3.70, 2.87)
H (1.69, 2.33, 3.15)
H (2.17, 3.37, 4.46)
H (0.42, 4.75, 4.09)
H (0.98, 5.10, 2.49)
H (-0.55, 2.53, 2.99)
H (-1.45, 4.03, 2.98)
H (0.33, 3.14, 0.68)
H (-0.69, 4.54, 0.73)
H (-2.53, 2.87, 1.16)
H (-0.58, 1.07, 1.24)
H (-1.35, 1.56, -1.63)
H (0.18, 1.00, -0.96)
H (-0.08, -1.07, 0.35)
H (-1.86, -2.95, -1.17)
H (-0.84, -3.39, 0.21)
H (1.60, -3.13, 0.14)
H (3.63, -3.25, -1.25)
H (4.38, -2.11, -3.78)
H (3.58, -3.10, -4.98)
H (4.48, -3.85, -3.62)
H (1.24, -2.70, -4.75)
H (-0.80, -2.56, -3.35)
H (-1.88, -1.27, 1.91)
H (-3.66, -1.79, -0.33)
H (-3.46, -2.64, 1.09)
H (-2.85, 0.73, 1.79)
H (-3.30, 0.61, 0.23)

Computed properties:
E_tot	-865.731749	a.u.
largest force on an atom	0.80	eV/Å
HOMO	-11.3	eV
frontier orbital gap	8.4	eV
energy relative to the best compared isomer or geometry (same formula, charge and spin)	0.0	kcal per mole
total charge	+1

Here are the Löwdin charges for atoms 1 to 2, given in e: -0.09 -0.24



No. 4
Here is 4 unconnected molecules or ions with the total composition C16H28N4 at a distorted geometry from the Open Molecules 2025 dataset. Energies are from the ωB97M-V functional and the def2-TZVPD basis.

Geometry (Å):
C (-0.61, 0.62, 2.45)
C (0.12, 1.38, 1.33)
C (1.65, 1.27, 1.51)
C (2.15, -0.05, 1.31)
N (2.48, -1.15, 1.17)
H (-0.17, 1.05, 3.35)
H (-0.45, -0.45, 2.38)
H (-1.68, 0.85, 2.45)
H (-0.23, 2.41, 1.35)
H (-0.22, 0.94, 0.40)
H (1.91, 1.68, 2.48)
H (1.97, 1.92, 0.69)
C (1.27, 6.39, -4.63)
C (0.66, 6.01, -3.30)
C (1.10, 4.62, -2.82)
C (1.15, 4.53, -1.32)
N (1.21, 4.46, -0.12)
H (0.97, 7.41, -4.89)
H (1.01, 5.74, -5.46)
H (2.35, 6.27, -4.62)
H (-0.39, 6.29, -3.28)
H (1.19, 6.73, -2.67)
H (1.96, 4.15, -3.30)
H (0.39, 3.82, -3.07)
C (-2.66, -5.72, 5.10)
C (-2.37, -4.44, 4.38)
C (-1.81, -4.77, 2.94)
C (-1.82, -3.56, 2.05)
N (-1.69, -2.65, 1.36)
H (-3.12, -5.56, 6.07)
H (-1.83, -6.41, 5.19)
H (-3.44, -6.24, 4.53)
H (-1.59, -3.98, 5.00)
H (-3.22, -3.80, 4.15)
H (-2.63, -5.23, 2.40)
H (-0.96, -5.44, 2.85)
C (0.48, -2.79, -1.26)
C (1.05, -2.11, -2.43)
C (0.36, -0.77, -2.61)
C (0.82, 0.16, -3.60)
N (1.17, 0.95, -4.40)
H (-0.58, -3.01, -1.43)
H (0.45, -2.16, -0.37)
H (0.89, -3.77, -1.05)
H (0.92, -2.71, -3.34)
H (2.12, -1.90, -2.31)
H (0.37, -0.17, -1.70)
H (-0.69, -0.82, -2.89)

Computed properties:
E_tot	-845.395277	a.u.
largest force on an atom	5.73	eV/Å
HOMO	-11.0	eV
frontier orbital gap	11.8	eV
energy relative to the best compared isomer or geometry (same formula, charge and spin)	33.7	kcal per mole

Here are the Löwdin charges for atoms 1 to 2, given in e: -0.11 -0.27



> The lowest frontier orbital gap belongs to which entry?

C16H28MgO8



Repeat the fourth record exactly.
Here is 4 unconnected molecules or ions with the total composition C16H28N4 at a distorted geometry from the Open Molecules 2025 dataset. Energies are from the ωB97M-V functional and the def2-TZVPD basis.

Geometry (Å):
C (-0.61, 0.62, 2.45)
C (0.12, 1.38, 1.33)
C (1.65, 1.27, 1.51)
C (2.15, -0.05, 1.31)
N (2.48, -1.15, 1.17)
H (-0.17, 1.05, 3.35)
H (-0.45, -0.45, 2.38)
H (-1.68, 0.85, 2.45)
H (-0.23, 2.41, 1.35)
H (-0.22, 0.94, 0.40)
H (1.91, 1.68, 2.48)
H (1.97, 1.92, 0.69)
C (1.27, 6.39, -4.63)
C (0.66, 6.01, -3.30)
C (1.10, 4.62, -2.82)
C (1.15, 4.53, -1.32)
N (1.21, 4.46, -0.12)
H (0.97, 7.41, -4.89)
H (1.01, 5.74, -5.46)
H (2.35, 6.27, -4.62)
H (-0.39, 6.29, -3.28)
H (1.19, 6.73, -2.67)
H (1.96, 4.15, -3.30)
H (0.39, 3.82, -3.07)
C (-2.66, -5.72, 5.10)
C (-2.37, -4.44, 4.38)
C (-1.81, -4.77, 2.94)
C (-1.82, -3.56, 2.05)
N (-1.69, -2.65, 1.36)
H (-3.12, -5.56, 6.07)
H (-1.83, -6.41, 5.19)
H (-3.44, -6.24, 4.53)
H (-1.59, -3.98, 5.00)
H (-3.22, -3.80, 4.15)
H (-2.63, -5.23, 2.40)
H (-0.96, -5.44, 2.85)
C (0.48, -2.79, -1.26)
C (1.05, -2.11, -2.43)
C (0.36, -0.77, -2.61)
C (0.82, 0.16, -3.60)
N (1.17, 0.95, -4.40)
H (-0.58, -3.01, -1.43)
H (0.45, -2.16, -0.37)
H (0.89, -3.77, -1.05)
H (0.92, -2.71, -3.34)
H (2.12, -1.90, -2.31)
H (0.37, -0.17, -1.70)
H (-0.69, -0.82, -2.89)

Computed properties:
E_tot	-845.395277	a.u.
largest force on an atom	5.73	eV/Å
HOMO	-11.0	eV
frontier orbital gap	11.8	eV
energy relative to the best compared isomer or geometry (same formula, charge and spin)	33.7	kcal per mole

Here are the Löwdin charges for atoms 1 to 2, given in e: -0.11 -0.27



> frontier orbital gap of number 2 (C16H28N2O3)?

9.5 eV